{"formula": "C18H62N8O13", "method": "ωB97M-V with the def2-TZVPD basis set", "species": ["C", "C", "O", "H", "H", "H", "H", "H", "H", "C", "C", "O", "H", "H", "H", "H", "H", "H", "C", "C", "O", "H", "H", "H", "H", "H", "H", "C", "C", "O", "H", "H", "H", "H", "H", "H", "C", "C", "O", "H", "H", "H", "H", "H", "H", "C", "O", "N", "N", "H", "H", "H", "H", "C", "O", "N", "N", "H", "H", "H", "H", "C", "O", "N", "N", "H", "H", "H", "H", "C", "O", "N", "N", "H", "H", "H", "H", "C", "O", "H", "H", "H", "H", "C", "O", "H", "H", "H", "H", "C", "O", "H", "H", "H", "H", "C", "O", "H", "H", "H", "H"], "positions_angstrom": [[-4.099, -0.006, -4.863], [-2.762, 0.731, -4.670], [-1.897, 0.102, -3.782], [-4.499, -0.542, -3.988], [-3.935, -0.766, -5.606], [-4.871, 0.682, -5.195], [-2.964, 1.733, -4.271], [-2.286, 0.985, -5.671], [-1.096, 0.605, -3.701], [3.451, -1.000, 5.086], [3.407, -1.089, 3.574], [3.257, 0.230, 3.087], [4.315, -0.380, 5.330], [3.571, -1.924, 5.551], [2.519, -0.570, 5.512], [2.550, -1.653, 3.266], [4.295, -1.617, 3.226], [2.394, 0.585, 3.461], [-2.143, 2.966, -0.956], [-2.199, 2.612, 0.541], [-1.647, 3.704, 1.246], [-2.925, 3.637, -1.183], [-2.244, 2.143, -1.625], [-1.189, 3.411, -1.271], [-1.694, 1.625, 0.712], [-3.207, 2.469, 0.814], [-1.333, 3.348, 2.069], [-3.507, -3.110, -3.075], [-3.058, -2.430, -1.830], [-1.777, -2.049, -2.179], [-4.582, -3.088, -3.073], [-3.213, -4.159, -3.179], [-3.192, -2.570, -3.991], [-3.115, -3.020, -0.972], [-3.737, -1.517, -1.674], [-1.791, -1.310, -2.820], [-3.222, -1.238, 1.575], [-4.358, -0.280, 1.931], [-5.473, -0.384, 1.090], [-2.291, -0.892, 1.990], [-3.045, -1.102, 0.544], [-3.495, -2.319, 1.708], [-3.982, 0.689, 1.596], [-4.530, -0.208, 3.027], [-6.072, 0.255, 1.517], [2.617, -3.369, 0.400], [2.821, -4.675, 0.488], [1.592, -2.829, -0.230], [3.529, -2.547, 0.754], [0.777, -3.423, -0.575], [1.394, -1.839, -0.035], [4.280, -2.944, 1.274], [3.620, -1.563, 0.470], [-0.455, 1.471, 3.795], [0.586, 0.594, 3.702], [-0.397, 2.742, 3.568], [-1.574, 1.078, 4.232], [0.505, 2.906, 3.167], [-1.010, 3.457, 3.965], [-1.585, 0.030, 4.406], [-2.481, 1.590, 4.365], [1.925, 3.321, 0.566], [1.672, 2.716, 1.778], [2.976, 3.059, -0.208], [1.141, 4.196, 0.044], [3.505, 2.208, 0.141], [3.053, 3.345, -1.176], [0.191, 4.117, 0.395], [1.217, 4.804, -0.766], [4.627, 0.506, -0.320], [5.732, 0.719, -1.118], [3.617, -0.242, -0.676], [4.414, 1.062, 0.846], [3.607, -0.724, -1.604], [2.677, -0.178, -0.231], [5.270, 1.567, 1.232], [3.908, 0.680, 1.693], [0.189, -0.008, -0.478], [1.133, -0.226, 0.524], [-0.869, -0.252, -0.249], [0.457, -0.265, -1.498], [0.120, 1.032, -0.493], [0.904, 0.234, 1.360], [-0.134, -3.065, 2.571], [0.774, -4.117, 2.833], [-0.422, -2.872, 1.533], [0.388, -2.150, 2.899], [-1.049, -3.200, 3.125], [0.924, -4.019, 3.836], [1.494, -1.871, -3.576], [2.557, -1.914, -2.643], [1.179, -0.883, -3.808], [0.677, -2.509, -3.267], [1.767, -2.301, -4.537], [2.301, -2.370, -1.836], [1.270, 2.533, -3.194], [-0.044, 2.107, -3.441], [1.890, 2.683, -4.125], [1.772, 1.921, -2.512], [1.208, 3.504, -2.742], [-0.540, 2.904, -3.470]], "total_charge": 0, "largest_force_ev_per_a": 8.42, "relative_energy_ev": 5.5204, "homo_lumo_gap_ha": 0.295}

---

{"formula": "C18H64N10O14", "method": "ωB97M-V with the def2-TZVPD basis set", "species": ["C", "C", "O", "H", "H", "H", "H", "H", "H", "C", "C", "O", "H", "H", "H", "H", "H", "H", "C", "C", "O", "H", "H", "H", "H", "H", "H", "C", "C", "O", "H", "H", "H", "H", "H", "H", "C", "O", "N", "N", "H", "H", "H", "H", "C", "O", "N", "N", "H", "H", "H", "H", "C", "O", "N", "N", "H", "H", "H", "H", "C", "O", "N", "N", "H", "H", "H", "H", "C", "O", "N", "N", "H", "H", "H", "H", "C", "O", "H", "H", "H", "H", "C", "O", "H", "H", "H", "H", "C", "O", "H", "H", "H", "H", "C", "O", "H", "H", "H", "H", "C", "O", "H", "H", "H", "H"], "positions_angstrom": [[26.804, 9.838, -17.047], [27.685, 8.699, -16.692], [27.424, 8.196, -15.439], [27.089, 10.263, -18.029], [26.980, 10.669, -16.383], [25.722, 9.490, -17.046], [28.693, 9.157, -16.765], [27.644, 7.818, -17.383], [27.927, 7.406, -15.331], [19.029, 9.678, -19.610], [19.797, 8.538, -18.995], [20.357, 8.771, -17.761], [18.744, 9.412, -20.540], [19.760, 10.576, -19.643], [18.163, 10.036, -19.098], [20.476, 8.203, -19.767], [19.026, 7.746, -18.932], [20.948, 8.032, -17.589], [22.927, 11.989, -12.105], [23.337, 10.814, -11.264], [24.657, 11.050, -10.781], [23.648, 12.359, -12.854], [22.584, 12.878, -11.402], [21.986, 11.807, -12.613], [23.311, 9.871, -11.825], [22.623, 10.551, -10.443], [24.951, 10.160, -10.620], [21.823, 15.272, -15.394], [21.273, 14.288, -14.371], [21.584, 14.680, -13.024], [21.505, 16.298, -15.044], [21.423, 15.261, -16.363], [22.877, 15.287, -15.530], [21.487, 13.272, -14.692], [20.178, 14.452, -14.570], [21.126, 14.209, -12.365], [23.448, 9.960, -18.867], [24.609, 10.633, -19.222], [23.234, 8.702, -19.255], [22.477, 10.586, -18.225], [24.016, 8.185, -19.628], [22.279, 8.268, -19.433], [22.692, 11.558, -17.854], [21.645, 10.163, -17.904], [19.719, 10.237, -13.622], [20.346, 9.509, -12.644], [19.251, 11.512, -13.563], [19.541, 9.670, -14.740], [19.505, 12.164, -12.773], [18.658, 11.959, -14.268], [19.831, 8.763, -15.122], [19.081, 10.257, -15.399], [24.649, 5.734, -14.455], [23.303, 5.295, -14.256], [24.953, 6.985, -14.489], [25.672, 5.030, -14.792], [24.236, 7.752, -14.351], [25.950, 7.411, -14.697], [25.395, 3.987, -14.887], [26.611, 5.411, -15.023], [25.151, 6.395, -18.029], [25.097, 6.467, -19.371], [24.502, 7.287, -17.276], [25.709, 5.528, -17.323], [23.909, 7.911, -17.800], [24.506, 7.312, -16.290], [25.964, 4.617, -17.726], [25.549, 5.493, -16.347], [23.973, 13.009, -16.679], [24.086, 13.171, -15.367], [24.978, 12.745, -17.442], [22.822, 13.058, -17.370], [25.878, 12.632, -16.989], [24.884, 12.206, -18.320], [22.059, 13.282, -16.746], [22.655, 13.058, -18.405], [26.497, 11.137, -13.430], [27.641, 10.334, -13.472], [25.700, 10.619, -12.812], [26.209, 11.179, -14.436], [26.699, 12.081, -12.862], [27.525, 9.524, -14.033], [23.309, 9.732, -15.103], [22.936, 8.911, -14.022], [24.336, 9.832, -15.241], [22.858, 10.703, -14.906], [22.810, 9.401, -15.969], [22.039, 9.093, -13.740], [20.445, 6.531, -14.240], [19.646, 6.877, -15.360], [20.727, 5.500, -14.173], [20.106, 6.907, -13.226], [21.353, 6.946, -14.468], [19.194, 6.092, -15.636], [22.220, 7.038, -11.257], [20.865, 7.299, -10.829], [22.206, 6.653, -12.263], [22.776, 6.381, -10.573], [22.779, 7.999, -11.274], [20.502, 6.440, -11.038], [25.475, 7.679, -11.406], [25.281, 8.431, -10.222], [24.855, 7.956, -12.202], [25.283, 6.603, -11.261], [26.491, 7.698, -11.717], [24.551, 8.090, -9.619]], "total_charge": 0, "largest_force_ev_per_a": 9.10, "relative_energy_ev": 2.1715, "homo_lumo_gap_ha": 0.311}

---

{"formula": "C18H6BrCl3FeN4S7", "method": "ωB97M-V with the def2-TZVPD basis set", "species": ["Fe", "S", "C", "S", "C", "C", "S", "S", "S", "S", "C", "C", "C", "C", "N", "C", "C", "C", "S", "C", "N", "H", "H", "Br", "C", "C", "C", "C", "C", "N", "H", "H", "H", "H", "Cl", "C", "Cl", "Cl", "C", "N"], "positions_angstrom": [[-0.171, 0.640, 0.645], [-2.404, 2.148, 7.346], [-1.916, 1.758, 5.820], [-2.948, 1.807, 4.431], [-1.773, 1.268, 3.244], [-0.531, 1.034, 3.718], [0.784, 0.531, 2.709], [-0.305, 1.251, 5.441], [-2.216, 1.033, 1.591], [-1.087, 0.536, -1.373], [0.244, 0.209, -2.440], [0.038, 0.121, -3.814], [1.108, -0.064, -4.682], [0.868, -0.167, -6.083], [0.642, -0.257, -7.209], [2.417, -0.160, -4.167], [2.612, -0.140, -2.790], [1.538, 0.012, -1.919], [1.774, -0.055, -0.198], [3.524, -0.260, -5.056], [4.417, -0.323, -5.781], [-0.967, 0.216, -4.202], [3.608, -0.243, -2.381], [-1.402, -3.135, -1.652], [-1.535, -3.245, 0.240], [-2.033, -4.432, 0.765], [-2.097, -4.550, 2.141], [-1.675, -3.486, 2.922], [-1.197, -2.351, 2.288], [-1.119, -2.223, 0.961], [-2.348, -5.229, 0.108], [-2.464, -5.462, 2.596], [-1.716, -3.531, 4.001], [-0.851, -1.501, 2.861], [2.674, 5.494, 1.364], [1.874, 4.814, -0.014], [2.852, 4.691, -1.440], [0.393, 6.700, -0.642], [1.057, 3.717, 0.236], [0.332, 2.835, 0.417]], "total_charge": -2, "s2": 6.1268, "largest_force_ev_per_a": 0.66, "relative_energy_ev": 0.3206, "spin_multiplicity": 5, "homo_lumo_gap_ha": [0.217, 0.241]}

---

{"formula": "C18H72O18", "method": "ωB97M-V with the def2-TZVPD basis set", "species": ["C", "O", "H", "H", "H", "H", "C", "O", "H", "H", "H", "H", "C", "O", "H", "H", "H", "H", "C", "O", "H", "H", "H", "H", "C", "O", "H", "H", "H", "H", "C", "O", "H", "H", "H", "H", "C", "O", "H", "H", "H", "H", "C", "O", "H", "H", "H", "H", "C", "O", "H", "H", "H", "H", "C", "O", "H", "H", "H", "H", "C", "O", "H", "H", "H", "H", "C", "O", "H", "H", "H", "H", "C", "O", "H", "H", "H", "H", "C", "O", "H", "H", "H", "H", "C", "O", "H", "H", "H", "H", "C", "O", "H", "H", "H", "H", "C", "O", "H", "H", "H", "H", "C", "O", "H", "H", "H", "H"], "positions_angstrom": [[-27.778, 17.064, -15.495], [-27.239, 15.790, -15.530], [-28.011, 17.376, -16.513], [-28.707, 16.823, -14.978], [-27.233, 17.829, -14.942], [-26.280, 15.833, -15.507], [-29.828, 14.647, -17.435], [-31.021, 14.591, -16.652], [-29.302, 15.596, -17.330], [-29.237, 13.792, -17.107], [-30.065, 14.630, -18.499], [-31.630, 15.214, -17.054], [-21.728, 13.120, -13.838], [-22.168, 13.739, -15.048], [-22.406, 12.316, -13.553], [-20.687, 12.806, -13.917], [-21.636, 13.794, -12.986], [-22.947, 14.259, -14.839], [-32.223, 15.743, -10.740], [-32.507, 16.691, -9.802], [-32.903, 15.725, -11.592], [-31.199, 16.009, -11.004], [-32.266, 14.824, -10.155], [-31.794, 16.896, -9.192], [-29.501, 10.557, -16.111], [-30.169, 9.551, -15.494], [-29.173, 11.267, -15.352], [-28.531, 10.303, -16.537], [-30.123, 11.087, -16.833], [-30.690, 10.051, -14.861], [-28.546, 17.307, -20.083], [-27.149, 17.644, -20.206], [-28.597, 16.225, -20.203], [-28.950, 17.352, -19.072], [-29.183, 17.783, -20.829], [-26.962, 17.693, -21.146], [-30.651, 19.294, -16.566], [-29.882, 19.361, -15.385], [-31.107, 20.270, -16.732], [-30.003, 19.158, -17.432], [-31.431, 18.554, -16.388], [-30.474, 19.624, -14.676], [-27.255, 21.534, -19.795], [-27.796, 22.344, -20.693], [-26.904, 20.542, -20.079], [-26.369, 22.077, -19.467], [-28.053, 21.489, -19.054], [-28.031, 23.175, -20.274], [-24.308, 13.653, -18.579], [-23.788, 12.342, -18.735], [-24.866, 13.973, -19.459], [-25.052, 13.615, -17.784], [-23.546, 14.403, -18.366], [-23.251, 12.209, -19.520], [-24.275, 18.677, -18.533], [-25.188, 17.632, -18.213], [-24.270, 18.837, -19.611], [-24.536, 19.665, -18.153], [-23.291, 18.315, -18.237], [-25.945, 17.632, -18.803], [-26.688, 20.518, -16.299], [-27.900, 20.955, -15.681], [-27.045, 19.896, -17.120], [-26.076, 21.287, -16.770], [-25.961, 20.074, -15.619], [-28.496, 20.221, -15.517], [-24.261, 17.554, -14.909], [-24.630, 16.454, -15.796], [-24.775, 17.561, -13.948], [-23.201, 17.552, -14.653], [-24.537, 18.522, -15.327], [-24.707, 16.608, -16.741], [-25.100, 11.784, -14.592], [-25.366, 12.073, -15.957], [-26.029, 11.776, -14.022], [-24.421, 10.942, -14.462], [-24.512, 12.621, -14.216], [-24.541, 12.362, -16.355], [-27.732, 18.072, -11.349], [-29.110, 18.018, -10.885], [-27.131, 18.735, -10.727], [-27.345, 17.065, -11.200], [-27.688, 18.391, -12.391], [-29.322, 17.390, -10.190], [-25.545, 21.650, -12.866], [-26.498, 22.380, -13.569], [-25.311, 20.674, -13.292], [-24.623, 22.219, -12.743], [-25.939, 21.564, -11.853], [-27.138, 21.966, -14.153], [-21.049, 15.112, -17.776], [-20.049, 16.104, -17.712], [-21.984, 15.589, -17.481], [-21.082, 14.808, -18.823], [-20.863, 14.212, -17.190], [-20.216, 16.806, -18.345], [-30.382, 14.338, -13.458], [-30.994, 13.367, -14.290], [-30.578, 14.227, -12.392], [-29.297, 14.237, -13.482], [-30.723, 15.350, -13.675], [-31.200, 13.729, -15.155], [-31.876, 19.912, -11.722], [-30.809, 19.282, -12.512], [-31.396, 20.284, -10.817], [-32.137, 20.854, -12.205], [-32.736, 19.250, -11.618], [-30.426, 18.644, -11.906]], "total_charge": 0, "largest_force_ev_per_a": 5.45, "relative_energy_ev": 10.1143, "homo_lumo_gap_ha": 0.358}